1.
Density functional theory data (ωB97M-V/def2-TZVPD) for C30H41BrN4O2RuS2 as an isolated structure.

Computed properties:
gap between HOMO and LUMO (alpha / beta): 6.862 / 6.552 eV
HOMO level (alpha / beta): -10.3 / -10.3 eV
net charge: +1
2S+1: 2

```
81
Properties=species:S:1:pos:R:3:lowdin_charge:R:1
Ru 0.8434 0.9706 -0.1787 0.6358
C 5.0750 1.8080 3.9474 -0.0631
C 4.4328 2.0719 2.5951 -0.2304
N 4.4661 0.9082 1.7048 -0.1060
C 5.7842 0.5117 1.1821 -0.1867
C 6.4047 -0.6523 1.9406 -0.0608
C 3.3904 0.2589 1.2850 -0.6757
S 1.7803 0.7526 1.8401 0.7079
N 3.5632 -0.8150 0.5268 0.1282
C 2.6801 -1.3266 -0.3053 -0.4044
O 1.7381 -0.6870 -0.8820 -0.1773
C 2.8235 -2.7505 -0.6748 -0.1394
C 4.0403 -3.4079 -0.5011 -0.0190
C 4.1453 -4.7531 -0.8083 -0.0653
C 3.0351 -5.4487 -1.2714 -0.0670
C 1.8233 -4.7955 -1.4465 -0.0612
C 1.7173 -3.4447 -1.1577 -0.0113
H 4.9340 2.6777 4.5884 0.0834
H 6.1465 1.6293 3.8645 0.0699
H 4.6161 0.9472 4.4343 0.0876
H 4.9471 2.8855 2.0778 0.1244
H 3.3963 2.3696 2.7209 0.0610
H 6.4157 1.3992 1.2330 0.1230
H 5.6591 0.2463 0.1337 0.1140
H 6.5453 -0.4201 2.9943 0.0654
H 7.3793 -0.8893 1.5135 0.0834
H 5.7715 -1.5345 1.8632 0.0649
H 4.8951 -2.8550 -0.1377 0.1031
H 5.0918 -5.2622 -0.6862 0.1083
H 3.1167 -6.5042 -1.4950 0.1090
H 0.9598 -5.3391 -1.8058 0.1087
H 0.7785 -2.9215 -1.2872 0.0975
C -6.8401 1.8316 -0.2985 -0.0400
C -5.9986 2.1800 0.9378 -0.5574
C -6.6375 1.5523 2.1837 -0.0396
C -5.9958 3.6986 1.1106 -0.0657
C -4.5881 1.6274 0.7444 -0.1580
C -3.4702 2.4414 0.6403 -0.0680
C -2.2494 1.8411 0.4091 -0.5148
Br -0.7023 2.9541 0.2321 0.8801
C -2.0403 0.4707 0.2677 -0.3437
O -0.8123 -0.0178 0.0512 -0.3088
C -3.1685 -0.3693 0.3776 -0.0720
C -4.3903 0.2528 0.6092 0.0182
C -3.1781 -1.9029 0.2431 -0.5270
C -3.7292 -2.5118 1.5402 -0.0380
C -4.0958 -2.2817 -0.9299 -0.0413
C -1.8110 -2.5453 -0.0249 -0.0698
H -7.8365 2.2679 -0.2092 0.0884
H -6.9566 0.7530 -0.4137 0.0804
H -6.3767 2.2201 -1.2072 0.0914
H -7.6724 1.8853 2.2798 0.0895
H -6.1002 1.8464 3.0869 0.0928
H -6.6441 0.4634 2.1352 0.0763
H -7.0160 4.0465 1.2761 0.0896
H -5.6165 4.2080 0.2225 0.0870
H -5.3988 4.0064 1.9714 0.0891
H -3.5323 3.5149 0.7423 0.1005
H -5.2602 -0.3857 0.6901 0.1039
H -4.7338 -2.1570 1.7709 0.0774
H -3.0834 -2.2693 2.3859 0.0949
H -3.7734 -3.5985 1.4470 0.0895
H -5.1299 -1.9812 -0.7599 0.0783
H -4.0841 -3.3638 -1.0732 0.0887
H -3.7561 -1.8122 -1.8551 0.0913
H -1.0824 -2.3191 0.7507 0.0867
H -1.4011 -2.2167 -0.9808 0.0742
H -1.9457 -3.6288 -0.0624 0.0895
C 0.5390 1.0116 -3.4332 0.0084
N 1.8465 1.6240 -3.6343 -0.0902
C 2.4279 1.7559 -4.8878 -0.0251
C 3.6068 2.3837 -4.7273 -0.0397
N 3.7299 2.6227 -3.3752 0.0740
C 2.6528 2.1684 -2.7073 -0.6682
S 2.4611 2.4420 -1.0164 0.6351
H 0.3598 0.3218 -4.2538 0.1082
H -0.2414 1.7714 -3.4099 0.1094
H 0.5359 0.4140 -2.5250 0.0451
H 1.9425 1.3865 -5.7726 0.1337
H 4.3569 2.6750 -5.4386 0.1288
H 4.4934 3.0927 -2.9171 0.1592
```

=====

2.
Density functional theory data (ωB97M-V/def2-TZVPD) for an isolated ion of composition C6H14O4P and charge +1.

Computed properties:
gap between HOMO and LUMO: 10.812 eV
HOMO level: -13.7 eV
net charge: +1

```
25
Properties=species:S:1:pos:R:3:nbo_charge:R:1
C 1.2072 -2.0768 2.3124 -0.3070
C 0.3124 -1.6577 1.4480 -0.2252
C 0.0868 -0.4611 -1.9760 -0.3548
C -0.0921 2.1988 -0.7397 -0.3864
C -1.6699 -0.2463 1.2687 -0.0792
C -0.2604 -0.3241 1.2441 -0.5859
O 1.2098 -0.9784 -2.6649 -0.6650
O 1.0722 2.6359 -1.3811 -0.7259
O -2.1287 0.2406 -0.0030 -0.7597
O 1.8601 0.4702 0.0110 -0.9436
P 0.3291 0.4869 -0.3036 1.7884
H 1.5486 -3.0985 2.4664 0.2417
H 1.5093 -1.2671 2.9868 0.2010
H -0.2097 -2.4265 0.7633 0.2005
H -0.6869 -1.2504 -1.9691 0.2312
H -0.2693 0.3990 -2.6086 0.2156
H -0.4041 2.8290 0.0177 0.2224
H -0.9339 2.0951 -1.5511 0.2193
H -2.0410 0.4164 1.9876 0.2032
H -1.9613 -1.3440 1.5349 0.2012
H 0.1951 0.3815 1.9978 0.2720
H 1.2131 -1.8580 -2.3965 0.4755
H 0.8840 3.4590 -1.8137 0.5045
H -3.1107 0.5016 0.0785 0.5212
H 2.3402 0.8749 -0.7099 0.5349
```

=====

3.
Density functional theory data (ωB97M-V/def2-TZVPD) for a 2-piece molecular cluster, C4H10OSi overall.

Computed properties:
gap between HOMO and LUMO: 8.933 eV
HOMO level: -8.6 eV
SMILES string: C=[SiH2].C=C(C)O

```
16
Properties=species:S:1:pos:R:3:nbo_charge:R:1
C -1.7465 0.5727 -0.8353 0.3321
C -2.9524 0.6773 0.1249 -0.6700
C -0.5951 0.0383 -0.5114 -0.5132
C 3.3225 -0.2039 0.2372 -1.0950
O -1.9395 0.8892 -2.1790 -0.6873
Si 3.2480 -1.5181 1.3745 0.9103
H -3.3348 1.6660 0.0560 0.2092
H -3.6664 -0.0306 -0.1882 0.2168
H -2.7818 0.5125 1.1637 0.2316
H -0.2037 -0.0071 0.4690 0.2003
H 0.0973 -0.1889 -1.2622 0.2056
H 2.5738 0.5159 0.0619 0.2268
H 4.3151 0.1598 -0.2002 0.2411
H 2.0548 -1.6786 2.2777 -0.1522
H 4.4924 -2.4812 1.7675 -0.1308
H -2.8836 1.0766 -2.3563 0.4745
```

=====

ΔE to the lowest compared entry with this formula, charge and spin per entry: 6.2 0.0 91.4 kcal per mole